Record 1
Here is C43H50BrN4O8SiW as an isolated structure from the OMol25 dataset. Energies are from ωB97M-V/def2-TZVPD.

## Properties
Gap between HOMO and LUMO (spin up / spin down): 5.30 / 6.83 eV

The geometry in ORCA input format:
```
! wB97M-V def2-TZVPD RIJCOSX def2/J DEFGRID3
* xyz -1 3
W -1.05 0.83 -1.47
C 3.81 1.53 4.81
C 2.36 1.16 5.12
C 2.34 -0.23 5.77
C 1.80 2.22 6.08
C 1.50 1.12 3.86
C 2.06 1.24 2.60
C 1.23 1.15 1.50
Br 1.96 1.27 -0.27
C -0.15 0.92 1.55
O -0.78 0.79 0.38
C -0.72 0.81 2.84
C 0.13 0.91 3.93
C -2.21 0.62 3.09
C -2.73 1.85 3.85
C -2.42 -0.66 3.91
C -3.04 0.48 1.81
H 4.37 1.62 5.74
H 3.85 2.49 4.29
H 4.29 0.78 4.20
H 2.95 -0.23 6.67
H 2.73 -0.97 5.08
H 1.33 -0.52 6.04
H 2.42 2.26 6.97
H 0.78 2.00 6.37
H 1.82 3.19 5.60
H 3.11 1.39 2.42
H -0.32 0.82 4.91
H -2.25 1.96 4.82
H -3.80 1.79 3.99
H -2.52 2.75 3.27
H -1.88 -0.63 4.86
H -2.07 -1.52 3.34
H -3.47 -0.81 4.12
H -3.03 1.42 1.26
H -4.08 0.27 2.06
H -2.68 -0.33 1.18
O 0.71 3.99 -3.25
C 0.15 2.91 -3.09
O -0.01 2.32 -1.88
C -0.39 2.06 -4.13
C -0.32 2.31 -5.50
C -0.82 1.41 -6.40
C -1.43 0.23 -5.89
C -1.49 0.03 -4.54
N -0.99 0.89 -3.61
H 0.15 3.23 -5.82
H -0.78 1.58 -7.46
H -1.84 -0.51 -6.56
H -1.97 -0.85 -4.12
O -5.06 5.12 2.16
C -5.54 4.52 1.19
O -6.71 4.38 0.81
C -4.47 3.78 0.31
C -3.11 4.17 0.40
C -2.16 3.46 -0.28
N -2.43 2.33 -1.01
C -3.77 1.92 -1.04
C -4.79 2.68 -0.44
C -3.90 0.59 -1.57
O -4.93 -0.09 -1.68
O -2.69 0.09 -1.92
H -2.85 5.00 1.04
H -1.11 3.76 -0.27
H -5.81 2.37 -0.52
C 1.20 -2.31 -4.63
C 1.04 -3.06 -3.30
C 2.09 -4.16 -3.28
C -0.35 -3.70 -3.26
Si 1.31 -1.80 -1.83
O 0.10 -0.75 -1.74
C 2.92 -0.91 -2.32
C 4.18 -1.19 -1.81
C 5.29 -0.49 -2.24
C 5.17 0.51 -3.19
C 3.92 0.82 -3.69
C 2.81 0.13 -3.25
C 1.53 -2.63 -0.12
C 2.45 -3.64 0.15
C 2.57 -4.20 1.41
C 1.77 -3.75 2.45
C 0.88 -2.72 2.22
C 0.76 -2.18 0.96
H 0.98 -2.97 -5.47
H 2.22 -1.95 -4.74
H 0.52 -1.46 -4.68
H 2.02 -4.78 -4.18
H 1.96 -4.81 -2.42
H 3.09 -3.73 -3.24
H -0.48 -4.39 -4.09
H -1.12 -2.93 -3.35
H -0.49 -4.25 -2.34
H 4.29 -1.95 -1.06
H 6.26 -0.72 -1.81
H 6.04 1.04 -3.53
H 3.80 1.62 -4.42
H 1.83 0.40 -3.63
H 3.09 -3.99 -0.65
H 3.29 -4.99 1.58
H 1.87 -4.19 3.43
H 0.27 -2.34 3.03
H 0.06 -1.37 0.79
N -3.38 -2.23 -0.14
N -2.03 -1.94 -0.54
H -3.65 -3.19 -0.40
H -4.02 -1.60 -0.64
H -1.86 -2.17 -1.52
H -1.43 -2.54 0.02
*
```

These are the Mulliken partial charges, in e, on atoms 1 to 8:
1. W 1.257
2. C -2.182
3. C 2.051
4. C -1.679
5. C -1.714
6. C 0.282
7. C -0.763
8. C 0.471

***

Record 2
Here is C43H50MoN4O2P2Si2 as an isolated structure from the OMol25 dataset. Energies are from ωB97M-V/def2-TZVPD.

## Properties
Gap between HOMO and LUMO (spin up / spin down): 6.73 / 6.22 eV

The geometry in ORCA input format:
```
! wB97M-V def2-TZVPD RIJCOSX def2/J DEFGRID3
* xyz 2 1
Mo -0.07 0.23 0.45
C -0.31 0.05 4.76
C 0.08 0.41 3.37
O -0.71 0.16 2.43
C 1.34 1.10 3.15
C 1.53 1.96 2.13
C 2.69 2.88 2.02
N 0.52 2.00 1.13
N -0.14 3.14 1.04
C -1.27 2.90 0.37
O -1.46 1.69 -0.04
C -2.26 3.95 0.16
C -1.97 5.26 0.53
C -2.91 6.26 0.33
C -4.14 5.95 -0.24
C -4.43 4.64 -0.61
C -3.50 3.64 -0.41
H -1.21 -0.56 4.76
H 0.52 -0.48 5.24
H -0.48 0.96 5.33
H 2.06 1.08 3.96
H 3.24 2.91 2.96
H 3.36 2.52 1.24
H 2.35 3.88 1.76
H -1.01 5.50 0.98
H -2.68 7.28 0.61
H -4.87 6.73 -0.40
H -5.39 4.40 -1.05
H -3.73 2.62 -0.69
C -2.85 0.87 -2.62
Si -3.05 -0.37 -1.25
C -3.77 -1.89 -2.06
C -4.13 0.08 0.20
N -1.40 -0.77 -0.57
P -0.77 -2.28 -0.14
C 0.55 -1.72 0.80
P 2.08 -1.41 0.09
N 1.66 0.08 -0.55
Si 2.26 1.18 -1.85
C 1.22 0.80 -3.35
C 1.96 2.97 -1.48
C 4.08 0.91 -2.13
C 2.83 -2.59 -1.04
C 3.47 -3.69 -0.46
C 4.06 -4.65 -1.27
C 4.02 -4.51 -2.66
C 3.38 -3.41 -3.23
C 2.78 -2.46 -2.42
C 3.30 -1.23 1.39
C 3.00 -1.61 2.70
C 3.96 -1.50 3.69
C 5.22 -0.98 3.39
C 5.52 -0.61 2.09
C 4.58 -0.75 1.09
C -1.96 -3.22 0.81
C -2.15 -2.89 2.15
C -3.09 -3.57 2.90
C -3.85 -4.58 2.33
C -3.66 -4.92 1.00
C -2.72 -4.24 0.23
C -0.38 -3.18 -1.63
C 0.11 -4.49 -1.53
C 0.41 -5.20 -2.67
C 0.23 -4.61 -3.92
C -0.23 -3.31 -4.03
C -0.53 -2.59 -2.88
H -3.84 1.20 -2.95
H -2.39 0.38 -3.49
H -2.26 1.76 -2.38
H -4.83 -1.65 -2.23
H -3.75 -2.80 -1.45
H -3.33 -2.10 -3.03
H -5.06 0.54 -0.15
H -3.66 0.76 0.90
H -4.39 -0.84 0.73
H 0.16 0.79 -3.09
H 1.45 -0.14 -3.85
H 1.35 1.60 -4.09
H 0.92 3.24 -1.30
H 2.26 3.50 -2.39
H 2.56 3.38 -0.67
H 4.36 -0.13 -2.29
H 4.67 1.32 -1.31
H 4.35 1.46 -3.03
H 3.53 -3.79 0.61
H 4.56 -5.50 -0.83
H 4.49 -5.25 -3.29
H 3.35 -3.30 -4.31
H 2.27 -1.62 -2.88
H 2.03 -2.03 2.91
H 3.73 -1.82 4.70
H 5.96 -0.89 4.17
H 6.51 -0.24 1.85
H 4.84 -0.50 0.07
H -1.54 -2.12 2.60
H -3.24 -3.31 3.95
H -4.59 -5.11 2.92
H -4.24 -5.72 0.55
H -2.58 -4.52 -0.80
H 0.24 -4.95 -0.55
H 0.78 -6.21 -2.59
H 0.46 -5.18 -4.82
H -0.37 -2.86 -5.00
H -0.88 -1.57 -2.97
*
```

These are the Mulliken partial charges, in e, on atoms 1 to 8:
1. Mo -2.480
2. C -1.726
3. C 0.945
4. O 0.127
5. C -0.787
6. C 0.398
7. C -1.601
8. N 2.603

***

In order of appearance, energy above the lowest of the compared OMol25 structures with the same formula, charge and spin = 1.937 1.169 eV.